# 1
Here is a cluster of 15 separate species, C5H39NO15 in total in a non-equilibrium geometry from OMol25. Energies are from the ωB97M-V functional and the def2-TZVPD basis.

The calculation puts the energy above the lowest of the compared OMol25 structures with the same formula, charge and spin at 137.9 kcal/mol. The LUMO energy is 0.1 eV. As for the highest occupied orbital energy: -10.0 eV. For the largest force on an atom, the calculation gives 6.59 eV Å⁻¹.

```
! wB97M-V def2-TZVPD RIJCOSX def2/J DEFGRID3
* xyz 0 1
N 0.4288 2.2460 0.4293
H 0.6423 -2.4015 -2.1209
O -2.9784 -1.0359 0.5713
O 0.5852 -3.9007 -0.9990
O 2.1815 0.2818 -2.8139
O 2.5230 -3.1006 0.5106
H -2.8751 -0.1106 0.3552
O 0.1666 -2.9041 1.7038
H -3.5341 1.6908 -1.2621
H -2.9596 -1.5724 -1.2544
H -0.9675 0.4887 -4.4635
O 0.8751 -1.8549 -2.9441
H -1.7715 1.9966 2.7595
H -1.1420 1.0975 0.9701
H 0.5775 0.4324 -3.8547
H -0.1901 -0.1549 -0.8767
H 3.1370 -0.8015 0.5067
O -2.8631 -2.1833 -1.9710
H -0.8448 -1.0045 2.5779
H 1.4030 -1.4164 1.6703
H 2.7662 -3.9404 0.3020
H -0.1688 -4.0023 -0.3794
C -0.8785 1.7840 0.0812
H 0.3439 1.3386 -1.7663
H 2.7260 2.1270 -2.3427
O 3.8181 -0.9162 -0.0944
O -0.4257 3.1011 2.3408
H 1.5311 3.3455 1.9643
O 2.4291 2.7807 -1.7761
C 0.5463 2.9069 1.6322
H 1.7050 -0.3456 -2.2729
C -3.3134 2.4749 -0.4945
H -1.4710 3.3141 -1.3441
O -1.6011 -1.4327 2.7259
H 1.8808 3.3735 -2.3390
H 1.0243 -3.2733 1.9438
H -0.4425 -3.3340 2.3291
H 0.4474 1.6229 3.9288
O 2.2179 -1.0398 1.8031
C -1.8356 2.8501 -0.4468
H -1.8015 3.7379 0.2619
H -1.2541 0.7136 -1.8911
H -3.9429 2.1582 0.3447
H -3.5371 -2.7872 -1.8159
H 3.7465 -0.2939 -0.8023
O -0.0706 0.0497 -4.5098
H -3.0358 2.2649 2.1358
H 2.9488 -1.7358 1.9654
C -0.4109 0.7870 -1.1338
H 0.9713 0.8226 2.7434
O 0.3400 0.7276 3.4785
H 1.2549 -3.6713 -0.2578
H 2.2730 -0.0917 -3.7106
O -2.5934 1.5399 2.6883
H 0.1141 -1.8057 -3.5395
H -3.6771 3.3766 -1.1290
H 3.1276 -2.4040 0.0297
H 1.1967 1.9953 -0.2698
H -2.5026 -1.4788 1.3333
H -2.1815 -0.7091 3.0223
*
```

=====

# 2
Here is an isolated molecule of C5H3Br in a non-equilibrium geometry from OMol25. Energies are from the ωB97M-V functional and the def2-TZVPD basis.

The calculation puts the energy above the lowest of the compared OMol25 structures with the same formula, charge and spin at 144.9 kcal/mol. The LUMO energy (spin up / spin down) is -1.1 / -2.6 eV. As for the highest occupied orbital energy (spin up / spin down): -9.4 / -8.9 eV. For the largest force on an atom, the calculation gives 11.09 eV Å⁻¹.

```
! wB97M-V def2-TZVPD RIJCOSX def2/J DEFGRID3
* xyz 0 1
C 0.0217 0.1683 -2.2014
H 1.5519 -0.1877 0.2371
C 0.7391 0.5421 0.2106
H 0.2771 0.3157 1.1925
H -1.3887 0.1108 -0.5523
C 0.8972 1.7941 0.0988
Br -0.9942 0.6532 -3.5933
C 1.2982 2.8580 0.2316
C -0.2590 0.3044 -0.9339
*
```

=====

# 3
Here is a cluster of 2 separate species, C5H3Cl4NOS in total in a non-equilibrium geometry from OMol25. Energies are from the ωB97M-V functional and the def2-TZVPD basis.

The LUMO energy (spin up / spin down) is -1.1 / -2.1 eV. As for the highest occupied orbital energy (spin up / spin down): -9.0 / -8.7 eV. For the largest force on an atom, the calculation gives 4.60 eV Å⁻¹.

```
! wB97M-V def2-TZVPD RIJCOSX def2/J DEFGRID3
* xyz 0 1
Cl 3.0038 -0.2279 0.9398
C 2.1949 -0.2292 -0.6426
C 1.0921 0.6994 -0.8740
Cl 1.6828 -1.8407 -0.9736
H 0.5485 0.4486 -1.6708
N -0.1919 -0.4498 1.3241
Cl 1.1745 2.1939 -0.1389
H -3.0483 1.0112 0.0424
C -2.2624 -1.0544 0.1718
H -3.0844 -1.7184 -0.2520
S -0.8681 -1.8180 0.9301
Cl 3.5100 0.2957 -1.7625
C -2.2055 0.3096 0.3490
C -0.9643 0.6464 1.0550
O -0.5815 1.7336 1.5022
*
```

=====

# 4
Here is an isolated molecule of C5H3ClOS in a non-equilibrium geometry from OMol25. Energies are from the ωB97M-V functional and the def2-TZVPD basis.

The calculation puts the energy above the lowest of the compared OMol25 structures with the same formula, charge and spin at 28.8 kcal/mol. The LUMO energy is 0.1 eV. As for the highest occupied orbital energy: -9.4 eV. For the largest force on an atom, the calculation gives 1.47 eV Å⁻¹.

```
! wB97M-V def2-TZVPD RIJCOSX def2/J DEFGRID3
* xyz 0 1
H 0.6721 0.9296 -1.5298
H 1.0187 -1.5084 1.9711
O 1.6810 -1.8133 -0.8483
C 1.1033 -0.9706 -0.2486
S 1.3895 0.7993 0.9672
C -0.9099 0.1312 -0.1939
C 0.4954 0.4017 -0.6013
Cl -2.2384 0.8177 -1.0311
H -1.7345 -0.7740 1.5773
C -0.8797 -0.5390 0.9649
C 0.5938 -0.8282 1.2157
*
```

=====

# 5
Here is an isolated molecule of C5H3F in a non-equilibrium geometry from OMol25. Energies are from the ωB97M-V functional and the def2-TZVPD basis.

The calculation puts the energy above the lowest of the compared OMol25 structures with the same formula, charge and spin at 103.3 kcal/mol. The LUMO energy is -0.8 eV. As for the highest occupied orbital energy: -9.0 eV. For the largest force on an atom, the calculation gives 3.43 eV Å⁻¹.

```
! wB97M-V def2-TZVPD RIJCOSX def2/J DEFGRID3
* xyz 0 1
H 0.5384 0.5708 1.4850
H 0.8953 -0.6760 -1.1436
C 1.5990 1.1521 -0.2662
F -3.5193 -0.3954 -0.1484
C 1.4064 -0.2198 -0.3752
C -2.3013 -0.0393 -0.0082
H 2.1987 -1.0543 -0.2390
C -1.1538 0.1812 0.2238
C 0.3366 0.4808 0.4718
*
```

=====

# 6
Here is a structure of composition C5H3F6InN3SbSe4Te from OMol25. Energies are from the ωB97M-V functional and the def2-TZVPD basis.

The LUMO energy (spin up / spin down) is -5.2 / -6.2 eV. Its expectation value of S² is 0.757. As for the highest occupied orbital energy (spin up / spin down): -11.8 / -11.9 eV. For the largest force on an atom, the calculation gives 0.44 eV Å⁻¹.

```
! wB97M-V def2-TZVPD RIJCOSX def2/J DEFGRID3
* xyz 1 2
N 1.5877 3.6790 -0.2838
F -1.5402 -1.8099 0.2161
C -0.8744 3.4852 -0.1906
C 0.4592 2.9859 -0.2700
N 1.8518 1.1025 -0.4208
Te 4.1729 -1.7346 -1.9094
F 0.2495 -1.4402 1.8597
H -2.4332 0.4607 -0.2520
F -2.1847 -1.8844 2.8724
N -0.4134 0.6835 -0.3352
Se 2.9044 2.5314 -0.3739
Se 0.3900 -1.9362 -2.8518
Sb -1.0939 -2.8951 1.7744
Se 2.3700 -0.9659 -3.4970
C -1.8856 2.5771 -0.1881
H -2.9156 2.8982 -0.1303
H -1.0538 4.5506 -0.1316
C -1.6210 1.1763 -0.2578
F -2.3383 -4.1582 1.2658
F -0.2393 -3.8511 3.1018
F 0.1922 -3.4921 0.4742
In 0.6813 -1.3232 -0.3628
C 0.6262 1.5686 -0.3420
Se 3.1083 -2.2081 0.2326
*
```

=====

# 7
Here is a structure of composition C5H3F6NO2 in a non-equilibrium geometry from OMol25. Energies are from the ωB97M-V functional and the def2-TZVPD basis.

The calculation puts the energy above the lowest of the compared OMol25 structures with the same formula, charge and spin at 0.0 kcal/mol. The LUMO energy is 0.7 eV. As for the highest occupied orbital energy: -11.0 eV. For the largest force on an atom, the calculation gives 3.68 eV Å⁻¹.

```
! wB97M-V def2-TZVPD RIJCOSX def2/J DEFGRID3
* xyz 0 1
C -1.1797 0.8093 -1.0781
F -0.1732 -2.0912 0.9633
H 0.5704 0.3552 2.1427
F -1.8539 -0.6198 1.1985
F -2.2889 0.2842 -1.5884
F -0.6187 1.5313 -2.0013
H 0.8344 1.7707 1.5076
C 1.1303 0.7916 1.4015
O 0.5412 -0.9959 -1.4887
F -1.4630 1.7375 -0.0971
C 1.6995 -0.3871 -0.9527
C -0.2078 -0.3492 -0.4744
F -1.9059 -2.1401 -0.3011
C -1.0495 -1.3193 0.3274
H 2.1457 0.8731 1.6633
O 2.8440 -0.5117 -1.2664
N 0.9751 0.2613 0.0438
*
```